No. 1
DFT (wB97M-V/def2-TZVPD) results for a molecular structure, C21H20ClN3O4 at a distorted geometry.

Output
Energy above the lowest of the compared OMol25 structures with the same formula, charge and spin (kJ/mol): 1834.7
Highest occupied orbital energy (eV): -7.844
Maximum force (eV Å⁻¹): 19.349

Cartesian coordinates (Å):
O1 -5.5597 2.7977 -3.9420
C1 -5.0895 1.9797 -3.3612
O2 -5.9015 0.8962 -2.9256
H1 -6.6653 0.9525 -3.1884
C2 -3.4404 1.8625 -2.9443
C3 -3.0652 0.8447 -1.9276
C4 -1.7335 0.9065 -1.4088
C5 -0.9544 1.7638 -2.0928
C6 -1.4355 2.7743 -2.8667
C7 -2.7546 2.9104 -3.2456
H2 -3.3371 3.5207 -3.8027
H3 -0.8210 3.4957 -3.1578
N1 0.5637 1.9032 -1.7017
C8 1.0741 0.7144 -1.5516
O3 0.8844 -0.4382 -2.0208
C9 2.5540 1.1516 -0.8531
N2 2.9345 0.8125 0.3801
C10 3.3785 -0.6155 0.6173
H4 3.9080 -0.8994 -0.4118
C11 2.1960 -1.7260 0.7473
N3 1.4254 -1.4728 1.6853
C12 0.5923 -2.4315 2.6018
C13 -0.0555 -2.1162 3.6748
C14 -0.6579 -3.0468 4.5299
C15 -0.6997 -4.5845 3.7071
C16 -0.0586 -4.6273 2.6427
C17 0.7878 -3.6070 1.9503
H5 0.9181 -4.0475 0.9534
Cl1 -0.0272 -6.2763 2.2371
H6 -1.1222 -5.0678 4.5101
H7 -1.1359 -2.8846 5.2440
H8 0.1751 -1.1590 3.9454
C18 0.7071 -0.0882 1.5151
H9 0.2324 0.1801 2.3526
C19 1.9101 0.9872 1.4063
H10 1.1682 1.8958 1.1855
H11 2.4261 0.9701 2.1740
H12 0.0447 0.0015 0.8184
H13 2.7189 -2.7138 0.8851
H14 1.6230 -1.9285 -0.1747
H15 3.9066 -0.4715 1.5430
C20 2.4288 2.6399 -0.8019
C21 1.1268 2.9860 -1.1657
O4 0.6943 4.1474 -1.0674
H16 3.0711 2.8782 -1.9392
H17 2.9448 3.2564 -0.2898
H18 3.3667 0.8215 -1.6480
H19 -1.3846 0.2099 -1.0214
H20 -3.8621 -0.0582 -1.7961



No. 2
DFT (wB97M-V/def2-TZVPD) results for a molecular structure, C21H20HgN5O7P at a distorted geometry.

Output
Highest occupied orbital energy (spin up / spin down) (eV): -3.880 / -5.198
Maximum force (eV Å⁻¹): 1.180
<S²>: 0.755
Total charge: -1
2S+1: 2

Cartesian coordinates (Å):
Hg1 -0.2719 -3.0528 -0.4821
O1 3.8719 -0.9875 -0.7458
C1 2.9073 -1.6649 -0.3060
O2 2.0491 -2.2832 -0.9975
C2 2.7249 -1.6691 1.2050
C3 3.7689 -1.9244 2.0453
C4 3.5846 -1.8885 3.4375
C5 2.3398 -1.6382 3.9721
C6 1.2692 -1.3927 3.1368
C7 1.4253 -1.3238 1.7053
O3 0.5246 -0.9405 0.8967
N1 -0.0232 -1.1468 3.7740
O4 -1.0430 -1.3495 3.1482
O5 -0.0157 -0.7652 4.9460
N2 4.7042 -2.1244 4.3243
O6 5.8014 -2.3451 3.8306
O7 4.5146 -2.0891 5.5339
H1 4.7458 -2.1579 1.6465
H2 2.1968 -1.6464 5.0410
C8 1.0291 2.6399 -2.8506
N3 1.6982 1.3863 -2.3235
C9 2.8373 1.8289 -1.3949
N4 2.3411 2.6643 -0.3553
C10 1.6629 3.8270 -0.9019
N5 0.5590 3.4626 -1.7861
C11 -0.5176 2.8005 -1.0087
P1 -0.0624 1.1885 -0.0863
C12 0.6985 0.4857 -1.6367
C13 1.5208 1.9134 0.6168
H3 0.1970 2.3363 -3.4835
H4 1.7691 3.1806 -3.4394
H5 2.1187 0.8552 -3.0827
H6 3.5376 2.3828 -2.0243
H7 3.3196 0.9339 -1.0059
H8 2.3842 4.4247 -1.4654
H9 1.2705 4.4289 -0.0835
H10 -1.3403 2.5606 -1.6897
H11 -0.9026 3.5294 -0.2891
H12 -0.1117 0.2876 -2.3421
H13 1.1826 -0.4622 -1.3993
H14 2.1345 1.1117 1.0206
H15 1.2533 2.5801 1.4393
C14 -2.0338 -2.1484 -1.5725
C15 -3.2218 -1.9040 -1.4267
C16 -4.6239 -1.5967 -1.3483
C17 -5.3940 -2.1283 -0.3043
C18 -6.7496 -1.8483 -0.2111
C19 -7.3649 -1.0333 -1.1539
C20 -6.6087 -0.4944 -2.1869
C21 -5.2520 -0.7718 -2.2853
H16 -4.9093 -2.7534 0.4350
H17 -7.3277 -2.2658 0.6058
H18 -8.4240 -0.8156 -1.0792
H19 -7.0782 0.1497 -2.9217
H20 -4.6661 -0.3464 -3.0908



No. 3
DFT (wB97M-V/def2-TZVPD) results for C21H20N6OS2 in the gas phase at a distorted geometry.

Output
Highest occupied orbital energy (eV): -7.777
SMILES string: CCn1c(SCc2ccc(C(=O)Nc3nccs3)cc2)nnc1-c1ccc(N)cc1
Maximum force (eV Å⁻¹): 1.358

Cartesian coordinates (Å):
C1 2.6762 2.7955 -1.2924
H1 3.1816 3.2752 -0.4590
H2 3.4143 2.2711 -1.8957
C2 1.6304 1.8159 -0.7671
N1 0.9562 1.1581 -1.8541
C3 1.1797 -0.0712 -2.4116
N2 0.4282 -0.2157 -3.4766
N3 -0.2961 0.8948 -3.6421
C4 0.0192 1.7149 -2.6815
S1 -0.7311 3.2622 -2.3661
C5 -2.3673 2.5890 -1.8277
C6 -2.1199 1.6491 -0.6984
C7 -1.8630 2.1422 0.5783
C8 -1.5036 1.2906 1.6022
C9 -1.3744 -0.0732 1.3577
C10 -1.6220 -0.5716 0.0852
C11 -2.0100 0.2826 -0.9306
H3 -2.2030 -0.1120 -1.9174
H4 -1.5093 -1.6277 -0.1081
C12 -0.8791 -0.9780 2.4241
O1 0.1613 -1.5930 2.3631
N4 -1.6542 -1.0718 3.5641
C13 -2.9316 -0.6313 3.7596
N5 -3.6952 -0.0745 2.8916
C14 -4.9064 0.2358 3.4132
C15 -5.0891 -0.0917 4.7148
S2 -3.6688 -0.8343 5.3542
H5 -5.9508 0.0495 5.3334
H6 -5.6313 0.7077 2.7764
H7 -1.2518 -1.6346 4.3055
H8 -1.2988 1.6836 2.5871
H9 -1.9332 3.2053 0.7590
H10 -2.9466 3.4625 -1.5350
H11 -2.8107 2.1010 -2.6934
C16 2.0795 -1.0842 -1.8846
C17 2.0308 -1.4673 -0.5453
C18 2.8715 -2.4493 -0.0690
C19 3.7875 -3.0761 -0.9160
C20 3.8193 -2.7026 -2.2620
C21 2.9729 -1.7262 -2.7393
H12 2.9909 -1.4484 -3.7818
H13 4.5137 -3.1919 -2.9301
N6 4.6799 -4.0009 -0.4221
H14 4.4436 -4.4277 0.4586
H15 5.1109 -4.6170 -1.0917
H16 2.8093 -2.7429 0.9683
H17 1.3041 -1.0340 0.1261
H18 2.1040 1.0535 -0.1466
H19 0.8802 2.3485 -0.1738
H20 2.2020 3.5608 -1.9035



No. 4
DFT (wB97M-V/def2-TZVPD) results for a molecular structure, C21H20N8O4RuS at a distorted geometry.

Output
Highest occupied orbital energy (spin up / spin down) (eV): -16.156 / -17.082
Maximum force (eV Å⁻¹): 1.161
<S²>: 8.788
Total charge: +3
2S+1: 6

Cartesian coordinates (Å):
Ru1 -0.8436 0.1668 -1.2618
O1 -0.6063 -3.7193 1.5490
C1 -0.3095 -2.5453 1.0269
O2 -1.4255 -1.8262 0.6943
C2 0.9458 -1.9284 0.8433
C3 2.1133 -2.4703 1.4396
C4 3.2952 -1.7840 1.3475
C5 3.3131 -0.5456 0.7004
C6 2.1437 -0.0765 0.1297
N1 0.9951 -0.7592 0.1477
C7 2.0296 1.2799 -0.5158
O3 2.9914 2.1468 -0.4231
O4 1.0084 1.5930 -1.1089
H1 0.1407 -4.2015 1.9295
H2 2.0653 -3.4004 1.9893
H3 4.2014 -2.1854 1.7802
H4 4.2431 0.0046 0.6564
H5 3.7855 1.8708 0.0522
C8 -3.5992 4.8934 -2.8136
C9 -3.0718 4.3149 -1.5616
N2 -2.9827 4.9196 -0.4255
N3 -2.5062 4.0077 0.4540
C10 -2.2898 2.8228 -0.0986
S1 -1.8851 1.3459 0.6418
N4 -2.6302 3.0010 -1.4015
N5 -2.4531 2.0052 -2.3569
H6 -3.7974 5.9491 -2.6470
H7 -4.5395 4.4125 -3.0907
H8 -2.8952 4.7941 -3.6409
H9 -2.3486 4.2780 1.4146
H10 -3.3607 1.6721 -2.6706
H11 -1.9682 2.4040 -3.1561
C11 -4.4537 -3.5370 -0.2734
C12 -3.4613 -3.0019 0.5306
N6 -2.3825 -2.5056 -0.0653
C13 -2.1768 -2.4877 -1.3908
C14 -3.1369 -2.9862 -2.2428
C15 -4.3012 -3.5157 -1.6494
C16 -2.9184 -3.1068 -3.6808
C17 -2.2045 -2.4123 -4.5777
C18 -1.4511 -1.1410 -4.6523
C19 -1.3198 -0.6448 -5.9532
C20 -0.5459 0.4824 -6.1709
N7 0.0738 1.0844 -5.1630
C21 -0.1055 0.5903 -3.9627
N8 -0.8552 -0.4780 -3.6294
H12 -5.3362 -3.9559 0.1893
H13 -3.5087 -2.9612 1.6104
H14 -1.1807 -2.2303 -1.7324
H15 -5.0827 -3.9191 -2.2819
H16 -3.4453 -3.9616 -4.0928
H17 -2.2389 -2.8620 -5.5636
H18 -1.8132 -1.1401 -6.7776
H19 -0.3937 0.8998 -7.1592
H20 0.4270 1.1135 -3.1695



No. 5
DFT (wB97M-V/def2-TZVPD) results for a molecular structure, C21H21AuN4O2P.

Output
Energy above the lowest of the compared OMol25 structures with the same formula, charge and spin (kJ/mol): 50.1
Highest occupied orbital energy (eV): -18.343
Maximum force (eV Å⁻¹): 0.612
Total charge: +3

Cartesian coordinates (Å):
Au1 -0.9881 0.5567 0.8115
N1 -3.2076 1.8724 -0.7934
P1 -1.8260 1.0947 -1.3142
C1 -0.6404 2.0292 -2.2072
C2 0.5631 2.4645 -1.6412
C3 1.4211 3.2392 -2.4005
C4 1.0774 3.5843 -3.7031
C5 -0.1236 3.1581 -4.2626
C6 -0.9920 2.3755 -3.5245
C7 -2.2202 -0.4575 -1.9510
C8 -3.3210 -1.2636 -1.2998
C9 -3.2464 -2.7566 -1.5784
C10 -2.3336 -3.2352 -2.6600
C11 -1.5099 -2.3949 -3.3074
C12 -1.3900 -1.0263 -2.8804
C13 -3.2421 2.4479 0.4775
C14 -4.1883 3.3744 0.8768
C15 -4.1108 3.8761 2.1634
C16 -3.0959 3.4546 3.0232
C17 -2.1909 2.5323 2.5699
N2 -2.2758 2.0349 1.3114
H1 -3.8480 2.2545 -1.4827
H2 0.8290 2.2096 -0.6227
H3 2.3565 3.5799 -1.9784
H4 1.7528 4.1928 -4.2902
H5 -0.3818 3.4343 -5.2760
H6 -1.9222 2.0396 -3.9696
H7 -4.3015 -0.7971 -1.3833
H8 -4.2209 -3.2418 -1.6337
H9 -2.3515 -4.2914 -2.9034
H10 -0.8680 -2.7444 -4.1044
H11 -0.5884 -0.4339 -3.3113
H12 -4.9620 3.6961 0.1929
H13 -4.8396 4.6027 2.4991
H14 -3.0131 3.8331 4.0318
H15 -1.3878 2.1578 3.1921
C18 1.4856 -4.3233 1.2500
N3 1.3237 -2.8638 1.1408
C19 2.3539 -1.9430 1.0995
C20 1.7869 -0.7229 0.9912
N4 0.4054 -0.8909 0.9762
C21 0.1758 -2.2150 1.0549
H16 2.5078 -4.5325 1.5489
H17 1.2859 -4.7868 0.2873
H18 0.8064 -4.7074 2.0060
H19 3.3866 -2.2415 1.1600
H20 2.2545 0.2449 0.9474
H21 -0.7936 -2.6850 1.0702
O1 -3.0053 -1.5391 0.0842
O2 -2.6615 -2.9249 -0.2501



No. 6
DFT (wB97M-V/def2-TZVPD) results for C21H21Cl2N3O4 in the gas phase.

Output
Highest occupied orbital energy (eV): -7.762
SMILES string: O=C(CNC(=O)c1ccc(Cl)cc1Cl)OCC(=O)N1CCN(c2ccccc2)CC1
Maximum force (eV Å⁻¹): 0.650

Cartesian coordinates (Å):
O1 -4.9441 -1.7820 0.7178
C1 -3.8897 -1.8799 0.1547
O2 -3.4118 -0.9917 -0.7206
C2 -4.1732 0.1945 -0.9259
H1 -4.7894 0.3852 -0.0377
H2 -4.8375 0.0486 -1.7837
C3 -3.3139 1.4261 -1.2284
O3 -3.6018 2.1365 -2.1728
N1 -2.3122 1.7164 -0.3777
C4 -1.8736 0.8668 0.7113
H3 -1.6195 -0.1191 0.3206
C5 -0.6230 1.4243 1.3894
N2 0.4016 1.6897 0.4107
C6 1.7383 1.4266 0.6089
C7 2.6724 1.7077 -0.3986
C8 4.0192 1.4662 -0.2143
C9 4.4872 0.9168 0.9655
C10 3.5758 0.6186 1.9631
C11 2.2293 0.8735 1.7982
H4 1.5676 0.6417 2.6166
H5 3.9166 0.1918 2.8954
H6 5.5403 0.7281 1.1053
H7 4.7098 1.7111 -1.0084
H8 2.3544 2.1216 -1.3412
C12 -0.0209 2.4610 -0.7434
H9 0.5924 3.3660 -0.8430
C13 -1.4828 2.8766 -0.6231
H10 -1.8220 3.3332 -1.5548
H11 -1.6141 3.5992 0.1885
H12 0.0994 1.8626 -1.6566
H13 -0.8663 2.3264 1.9696
H14 -0.2840 0.6552 2.0822
H15 -2.6702 0.7532 1.4558
C14 -2.9151 -3.0356 0.3671
N3 -1.6015 -2.7993 -0.1708
C15 -0.6191 -2.2766 0.6026
O4 -0.7437 -2.1125 1.8014
C16 0.6781 -1.9942 -0.0899
C17 1.8343 -2.3087 0.6224
C18 3.0920 -2.1103 0.0928
C19 3.2054 -1.5589 -1.1744
C20 2.0773 -1.1878 -1.8887
C21 0.8218 -1.4090 -1.3466
Cl1 -0.5464 -0.8818 -2.2776
H16 2.1755 -0.7330 -2.8613
Cl2 4.7544 -1.3222 -1.8714
H17 3.9746 -2.3725 0.6524
H18 1.7170 -2.7231 1.6118
H19 -1.4954 -2.8076 -1.1734
H20 -3.3489 -3.9401 -0.0680
H21 -2.8146 -3.1793 1.4481



No. 7
DFT (wB97M-V/def2-TZVPD) results for a molecular structure, C21H21CoN5O6 at a distorted geometry.

Output
Energy above the lowest of the compared OMol25 structures with the same formula, charge and spin (kJ/mol): 49.4
Highest occupied orbital energy (spin up / spin down) (eV): -11.315 / -11.482
Maximum force (eV Å⁻¹): 2.979
<S²>: 6.027
Total charge: +1
2S+1: 5

Cartesian coordinates (Å):
Co1 -14.3816 -2.2127 -10.2672
O1 -12.1531 0.7843 -11.6951
C1 -12.8333 0.0288 -11.0270
N1 -13.5736 -0.9685 -11.4937
C2 -13.7264 -1.0832 -12.9265
C3 -14.8931 -2.0566 -13.2010
C4 -15.4224 -2.1829 -14.4706
C5 -16.5238 -2.9789 -14.6919
C6 -17.0330 -3.6987 -13.5981
C7 -16.3148 -3.6148 -12.4059
N2 -15.2567 -2.8647 -12.2074
C8 -12.7758 0.1112 -9.4705
C9 -12.0696 1.1019 -8.7914
C10 -12.0178 1.0815 -7.4376
C11 -12.7192 0.1084 -6.7659
C12 -13.4772 -0.8032 -7.4528
N3 -13.4790 -0.8325 -8.8038
H1 -12.7599 -1.3837 -13.3082
H2 -13.9705 -0.0977 -13.4140
H3 -14.8843 -1.6163 -15.2200
H4 -17.0414 -3.0262 -15.6621
H5 -17.8343 -4.3431 -13.7095
H6 -16.6861 -4.2352 -11.5790
H7 -11.5429 1.8546 -9.3545
H8 -11.4017 1.8025 -6.9267
H9 -12.6762 0.0609 -5.7121
H10 -14.1435 -1.4371 -6.9171
O2 -15.8097 -5.7695 -5.2551
C13 -15.5893 -5.0773 -6.2093
C14 -14.6444 -5.4025 -7.3504
O3 -14.0414 -6.4565 -7.5208
C15 -14.6367 -4.2756 -8.2362
C16 -15.6863 -3.3331 -7.9480
O4 -15.9218 -2.4269 -8.7496
C17 -16.3182 -3.7629 -6.6532
O5 -17.3099 -3.3449 -6.1196
O6 -13.9079 -4.0423 -9.2432
N4 -9.4859 -6.4987 -8.6932
C18 -8.8078 -5.5635 -9.6705
C19 -9.5587 -5.5774 -10.9938
N5 -10.9648 -5.3210 -10.8090
C20 -11.6466 -6.1782 -9.8322
C21 -10.8993 -6.1510 -8.4594
H11 -8.9283 -6.6598 -7.8529
H12 -9.4434 -7.4187 -9.1643
H13 -7.8129 -5.9069 -9.7962
H14 -8.7371 -4.5596 -9.2341
H15 -9.4380 -6.5088 -11.5449
H16 -9.1154 -4.8229 -11.6160
H17 -11.1640 -4.3502 -10.6517
H18 -11.6456 -7.1525 -10.2315
H19 -12.6588 -5.7667 -9.7389
H20 -11.3372 -6.8534 -7.7570
H21 -10.9009 -5.1767 -7.9590



No. 8
DFT (wB97M-V/def2-TZVPD) results for a molecular structure, C21H21F2N3O3Pt at a distorted geometry.

Output
Highest occupied orbital energy (spin up / spin down) (eV): -7.454 / -7.455
Maximum force (eV Å⁻¹): 2.129

Cartesian coordinates (Å):
Pt1 0.0816 -0.1659 0.1910
N1 0.9165 2.0827 -0.2633
C1 -0.0979 3.1049 -0.5097
C2 -0.7864 2.8912 -1.8565
C3 -1.7108 1.6737 -1.8814
N2 -0.9719 0.4095 -1.8874
H1 1.4520 2.3112 0.5703
H2 1.5647 2.0440 -1.0451
H3 0.3525 4.1091 -0.4898
H4 -0.8443 3.0495 0.2857
H5 -0.0328 2.8047 -2.6478
H6 -1.3871 3.7771 -2.0724
H7 -2.3460 1.7326 -2.7766
H8 -2.3485 1.6790 -0.9946
H9 -0.3039 0.3884 -2.6544
H10 -1.6173 -0.3697 -2.0004
F1 4.4244 -1.4720 -2.9140
C4 3.5471 -1.8487 -1.9568
C5 2.5244 -0.9836 -1.6074
C6 1.6616 -1.3084 -0.5695
C7 1.8083 -2.5637 0.0653
C8 2.8226 -3.4232 -0.3522
F2 2.9704 -4.6463 0.2100
C9 3.7143 -3.0787 -1.3494
C10 0.8681 -2.8608 1.1445
C11 1.1519 -3.6735 2.2334
C12 0.2202 -3.7931 3.2515
C13 -0.9872 -3.1154 3.1474
C14 -1.2140 -2.3431 2.0254
N3 -0.3137 -2.2046 1.0522
H11 2.4230 -0.0593 -2.1595
H12 4.5138 -3.7445 -1.6327
H13 2.0953 -4.1890 2.2959
H14 0.4326 -4.4032 4.1140
H15 -1.7429 -3.2081 3.9103
H16 -2.1505 -1.8222 1.8767
O1 -2.2737 1.8400 5.0779
C15 -1.1385 1.2481 4.7057
C16 -0.2308 0.8390 5.6868
C17 0.9683 0.2574 5.3389
C18 1.2900 0.0336 4.0067
C19 0.3854 0.4180 3.0417
C20 -0.8238 1.0113 3.3555
C21 -1.8355 1.3683 2.2839
O2 -2.7988 2.0843 2.6065
O3 -1.6724 0.9091 1.1253
H17 -2.7500 2.0925 4.2296
H18 -0.5008 0.9987 6.7194
H19 1.6701 -0.0222 6.1090
H20 2.2268 -0.4323 3.7383
H21 0.6351 0.2522 1.9620